A molecular structure, C47H60As2BFMnN6OS3 at a distorted geometry. Source: the Open Molecules 2025 dataset; level of theory: ωB97M-V/def2-TZVPD.

```
122
C47H60As2BFMnN6OS3 (ωB97M-V/def2-TZVPD)
Mn -0.4919 0.8018 0.2186
C 2.5240 4.7797 -0.1589
C 1.4045 4.8156 0.8867
C 0.0380 4.4379 0.3014
C 1.3464 6.2403 1.4416
N 1.7132 3.8750 1.9643
C 1.6776 4.1597 3.3081
C 1.9068 3.0111 3.9777
N 2.0756 2.0075 3.0669
B 2.2774 0.5362 3.4763
N 3.3185 -0.1152 2.5410
C 4.5363 0.5092 2.4360
C 5.3343 -0.2260 1.6396
N 4.6235 -1.3326 1.2408
C 3.3724 -1.2439 1.7928
S 2.1546 -2.3722 1.5816
C 5.1115 -2.3873 0.3504
C 6.5862 -2.1495 0.0183
C 4.2899 -2.3512 -0.9401
C 4.9898 -3.7549 1.0310
N 0.9328 -0.2125 3.5471
C 0.9391 -1.4720 4.0752
C -0.3350 -1.8976 4.1794
N -1.1495 -0.8912 3.7275
C -0.3472 0.1201 3.3100
S -0.8985 1.6036 2.6479
C -2.6139 -0.9307 3.7423
C -3.1370 -0.9361 2.3031
C -3.1364 0.2743 4.5323
C -3.0804 -2.2178 4.4256
C 1.9332 2.5386 1.8409
S 2.0795 1.6576 0.3989
H 2.3000 5.4762 -0.9639
H 2.6441 3.7814 -0.5709
H 3.4697 5.0732 0.2986
H -0.0970 4.8819 -0.6810
H -0.7592 4.7750 0.9622
H -0.0620 3.3480 0.2036
H 1.1935 6.9287 0.6124
H 2.2841 6.5034 1.9319
H 0.5232 6.3683 2.1431
H 1.5026 5.1419 3.6924
H 1.9530 2.8247 5.0344
H 2.7424 0.5479 4.5844
H 4.7345 1.4331 2.9459
H 6.3342 -0.0237 1.3227
H 6.7357 -1.2030 -0.4989
H 6.9257 -2.9466 -0.6401
H 7.1988 -2.1732 0.9194
H 4.4281 -1.3951 -1.4431
H 3.2333 -2.4774 -0.7140
H 4.6009 -3.1508 -1.6094
H 5.5410 -3.7675 1.9710
H 5.4034 -4.5196 0.3761
H 3.9487 -3.9945 1.2331
H 1.8591 -1.9599 4.3300
H -0.6918 -2.8480 4.5107
H -2.8449 -0.0231 1.7777
H -4.2240 -1.0095 2.3053
H -2.7089 -1.7862 1.7660
H -2.9150 1.2015 4.0098
H -2.6798 0.3178 5.5215
H -4.2139 0.1932 4.6538
H -2.8229 -3.0817 3.8145
H -4.1628 -2.1904 4.5373
H -2.6435 -2.3232 5.4198
C -2.7325 -2.4036 -2.2187
C -3.5355 -1.2514 -1.6240
As -2.6325 0.4896 -1.2408
C -2.6801 1.4328 -2.9530
C -2.5383 2.8182 -2.8781
C -2.4906 3.5848 -4.0248
C -2.5862 2.9782 -5.2678
C -2.7331 1.6072 -5.3536
C -2.7722 0.8367 -4.2018
C -4.2413 1.3877 -0.5519
C -5.4830 1.2725 -1.1695
C -6.6038 1.8787 -0.6308
C -6.4924 2.6415 0.5201
C -5.2544 2.8019 1.1195
C -4.1373 2.1805 0.5857
As -1.0257 -2.7259 -1.2460
C -0.4810 -4.4553 -2.0079
C 0.5184 -5.0906 -1.2721
C 1.0696 -6.2807 -1.7072
C 0.6228 -6.8507 -2.8883
C -0.3858 -6.2409 -3.6124
C -0.9396 -5.0502 -3.1733
C 0.1151 -1.6912 -2.4854
C 0.0042 -1.7850 -3.8701
C 0.8679 -1.1017 -4.7074
C 1.8872 -0.3301 -4.1740
C 2.0239 -0.2395 -2.7979
C 1.1409 -0.9119 -1.9619
H -2.5314 -2.2289 -3.2770
H -3.3401 -3.3146 -2.1497
H -3.9222 -1.5556 -0.6429
H -4.4042 -1.0425 -2.2615
H -2.4568 3.2892 -1.8990
H -2.3744 4.6589 -3.9541
H -2.5527 3.5777 -6.1667
H -2.8156 1.1329 -6.3216
H -2.8719 -0.2406 -4.2826
H -5.5796 0.6997 -2.0863
H -7.5662 1.7432 -1.1070
H -7.3697 3.1191 0.9331
H -5.1627 3.4028 2.0147
H -3.1639 2.3020 1.0628
H 0.8584 -4.6298 -0.3466
H 1.8479 -6.7628 -1.1303
H 1.0577 -7.7763 -3.2408
H -0.7407 -6.6967 -4.5274
H -1.7364 -4.5926 -3.7481
H -0.7396 -2.4317 -4.3206
H 0.7491 -1.1814 -5.7798
H 2.5858 0.1725 -4.8302
H 2.8153 0.3582 -2.3599
H 1.2738 -0.8538 -0.8822
O 0.0933 1.9211 -1.9895
H 0.9384 2.3093 -1.7079
H 0.3066 1.2897 -2.6918
F -0.4084 -0.9713 0.8259
```

Results
strongest force on any atom	1.727	eV/Å
highest occupied orbital energy (alpha / beta)	-6.320 / -6.319	eV
frontier orbital gap (alpha / beta)	6.8509 / 6.8378	eV
LUMO energy (alpha / beta)	0.5 / 0.5	eV
multiplicity	6
DFT total energy	-249603.891	eV
<S²>	8.757

Atom charges from the Mulliken analysis, given in e for atoms 1 to 5: Mn 3.076; C -1.627; C 1.535; C -1.022; C -2.268